{
  "formula": "C41H54BrN2O5P2Pd",
  "method": "ωB97M-V/def2-TZVPD",
  "e_above_lowest_kj_mol": 112.8,
  "lumo_ev": [2.33, 2.10],
  "homo_lumo_gap_ev": [6.2123, 6.0997],
  "charge": -1,
  "spin_multiplicity": 1,
  "symbols": ["Pd", "C", "C", "C", "C", "C", "C", "C", "P", "C", "C", "C", "C", "C", "C", "C", "C", "C", "C", "C", "C", "C", "C", "H", "H", "H", "H", "H", "H", "H", "H", "H", "H", "H", "H", "H", "H", "H", "H", "H", "H", "H", "H", "C", "C", "C", "C", "O", "P", "O", "O", "O", "C", "C", "C", "C", "H", "H", "H", "H", "H", "H", "H", "H", "H", "H", "H", "H", "H", "H", "H", "H", "H", "H", "C", "N", "C", "C", "C", "N", "C", "C", "O", "H", "H", "H", "H", "H", "H", "H", "H", "H", "H", "H", "H", "Br", "C", "C", "C", "C", "C", "C", "H", "H", "H", "H"],
  "coordinates": [[0.007, 0.356, 0.032], [-2.667, -3.896, -0.097], [-1.451, -4.673, -0.545], [-1.631, -6.032, -0.825], [-0.588, -6.839, -1.242], [0.678, -6.288, -1.375], [0.874, -4.944, -1.098], [-0.170, -4.101, -0.692], [0.170, -2.287, -0.296], [0.763, -2.617, 1.443], [1.859, -3.448, 1.666], [2.324, -3.717, 2.944], [1.681, -3.144, 4.032], [0.594, -2.307, 3.823], [0.113, -2.023, 2.544], [-1.039, -1.051, 2.397], [1.637, -1.971, -1.359], [1.783, -2.538, -2.623], [2.737, -2.073, -3.523], [3.541, -0.998, -3.159], [3.368, -0.389, -1.925], [2.405, -0.840, -1.007], [2.143, -0.137, 0.233], [-3.260, -3.584, -0.961], [-2.411, -2.995, 0.447], [-3.305, -4.521, 0.536], [-2.624, -6.457, -0.703], [-0.757, -7.888, -1.455], [1.516, -6.900, -1.690], [1.872, -4.543, -1.209], [2.380, -3.878, 0.818], [3.183, -4.363, 3.087], [2.030, -3.338, 5.038], [0.109, -1.838, 4.674], [-1.313, -0.614, 3.357], [-1.919, -1.516, 1.951], [-0.749, -0.235, 1.714], [1.127, -3.339, -2.936], [2.832, -2.530, -4.502], [4.293, -0.624, -3.846], [3.977, 0.467, -1.651], [2.722, 0.756, 0.423], [2.019, -0.745, 1.119], [2.368, 5.718, -0.024], [2.707, 4.311, -0.520], [2.483, 4.236, -2.018], [4.161, 3.977, -0.195], [1.823, 3.304, 0.025], [1.348, 3.105, 1.548], [0.914, 4.363, 2.190], [0.401, 1.924, 1.562], [2.773, 2.613, 2.166], [3.020, 2.316, 3.561], [3.210, 3.620, 4.337], [1.909, 1.477, 4.196], [4.314, 1.516, 3.546], [2.968, 6.444, -0.582], [2.568, 5.820, 1.042], [1.307, 5.930, -0.179], [3.184, 4.897, -2.536], [1.464, 4.550, -2.261], [2.626, 3.210, -2.372], [4.816, 4.752, -0.602], [4.446, 3.012, -0.629], [4.302, 3.917, 0.884], [2.316, 4.240, 4.236], [4.060, 4.176, 3.930], [3.394, 3.409, 5.395], [0.960, 2.021, 4.207], [2.193, 1.229, 5.223], [1.755, 0.556, 3.627], [5.091, 2.072, 3.013], [4.158, 0.561, 3.036], [4.652, 1.324, 4.568], [-1.830, -0.359, -2.950], [-3.242, -0.560, -2.638], [-4.143, -0.722, -3.767], [-5.507, -0.169, -3.414], [-6.025, -0.934, -2.216], [-5.026, -0.965, -1.163], [-5.500, -1.313, 0.160], [-3.670, -0.730, -1.342], [-2.913, -0.690, -0.381], [-1.738, 0.470, -3.654], [-1.387, -1.261, -3.391], [-1.274, -0.101, -2.060], [-4.231, -1.779, -4.054], [-3.715, -0.189, -4.614], [-6.198, -0.258, -4.253], [-5.399, 0.887, -3.155], [-6.297, -1.956, -2.514], [-6.928, -0.464, -1.822], [-6.273, -0.611, 0.487], [-4.668, -1.274, 0.856], [-5.929, -2.323, 0.166], [-4.227, 5.560, -1.165], [-3.066, 4.062, -0.893], [-1.987, 3.884, -1.731], [-1.168, 2.766, -1.543], [-1.404, 1.841, -0.536], [-2.490, 2.079, 0.313], [-3.334, 3.173, 0.139], [-1.780, 4.599, -2.519], [-0.324, 2.631, -2.213], [-2.694, 1.407, 1.138], [-4.176, 3.337, 0.799]],
  "mulliken_charge": [-0.0681, -0.6109, 0.4924, -0.5751, -0.7937, -1.0061, -0.6613, 0.8154, 1.5664, 0.2763, -0.1069, -1.0173, -0.6824, -0.6942, 0.9715, -0.3689, 0.6314, -0.7377, -0.9792, -0.8037, -0.5613, 0.9330, -2.2684, 0.2387, -0.6598, 0.5239, 0.4251, 0.3763, 0.4179, 0.4495, 0.2423, 0.4065, 0.3831, 0.4118, 0.5092, 0.1882, -0.3276, 0.5055, 0.4143, 0.3798, 0.5111, 0.3108, 0.2900, -1.6140, 1.6407, -1.6245, -1.2838, 0.5295, -0.1896, -0.9486, -0.0296, 0.2743, 1.6037, -1.8616, -1.6883, -1.7435, 0.4538, 0.3212, 0.3028, 0.4406, 0.2820, 0.2391, 0.5307, 0.1519, 0.1079, 0.3597, 0.3549, 0.4303, 0.3522, 0.5795, 0.2469, 0.3533, 0.2375, 0.4056, -0.1135, 0.6882, -0.6692, -0.7260, -0.7377, 0.4618, -0.9961, -0.2327, -0.1416, 0.4324, 0.4029, -0.9916, 0.2929, 0.3742, 0.3763, 0.2954, 0.2995, 0.3658, 0.3749, 0.1171, 0.3159, -0.2762, -0.1670, -0.6200, 0.1625, -0.0942, -0.2752, -0.5985, 0.4076, 0.5245, 0.3607, 0.4245]
}